DFT (ωB97M-V/def2-TZVPD) results for a molecular structure, C81H79IrN11O4 in a non-equilibrium geometry.

Geometry as XYZ:
```
176
C81H79IrN11O4 | the Open Molecules 2025 dataset | ωB97M-V/def2-TZVPD
Ir 0.5373 -0.4325 0.4249
C -2.8246 -1.8686 5.7461
C -2.3774 -0.6219 6.5082
C -3.6028 0.2627 6.7679
C -1.7305 -1.0475 7.8335
C -1.3112 0.1107 5.6777
O -0.7913 -0.3692 4.6873
N -1.0004 1.3260 6.1974
C -0.0124 2.2710 5.8993
C 0.3320 3.1237 6.9531
C 1.2706 4.1221 6.8037
C 1.8720 4.3113 5.5677
C 1.5537 3.4675 4.5276
C 0.6338 2.4217 4.6655
C 0.3961 1.5643 3.4807
C -0.9272 1.7008 2.9665
C -1.8557 2.7128 3.2885
C -2.9488 2.6478 2.4129
C -2.7313 1.5717 1.5762
N -1.5540 1.0022 1.9787
C -4.0507 -0.1316 -0.0739
C -3.2420 -1.0065 -1.0245
C -3.4495 -1.9372 -2.0085
C -2.2071 -2.1605 -2.6230
C -1.2052 -1.3775 -2.0209
C 0.1545 -1.3635 -2.5269
C 1.4827 -1.1402 -2.0454
N 1.8992 -0.7898 -0.7895
C 3.2542 -0.6561 -0.7318
C 3.8803 -0.2444 0.4720
C 3.2103 0.2044 1.6217
C 3.8360 0.6350 2.8340
C 2.8537 1.0862 3.6595
C 1.5883 0.9807 2.9650
N 1.8491 0.3869 1.7694
C 5.3614 -0.3430 0.5317
C 5.9439 -1.4407 1.1513
C 7.3207 -1.5625 1.2368
C 8.1298 -0.5524 0.7398
C 7.5661 0.5505 0.1236
C 6.1836 0.6513 -0.0242
N 5.5455 1.7528 -0.6074
C 5.5583 2.4008 -1.8166
O 4.6502 3.1925 -1.9939
C 6.6338 2.1818 -2.8840
C 7.0553 0.7258 -3.0777
C 6.0511 2.6865 -4.2114
C 7.8408 3.0607 -2.5280
C 3.7601 -0.9942 -2.0079
C 2.6804 -1.2772 -2.8217
C 0.1889 -1.6085 -4.0095
C 0.1160 -0.4791 -4.8124
C 0.2624 -0.5605 -6.1852
C 0.4902 -1.7918 -6.7764
C 0.5517 -2.9307 -6.0018
C 0.4125 -2.8578 -4.6153
N 0.4407 -3.9951 -3.8129
C 0.7333 -5.2672 -4.2299
O 1.2901 -5.5022 -5.2740
C 0.2624 -6.4088 -3.3160
C -0.2274 -5.9484 -1.9429
C -0.8842 -7.0797 -4.0898
C 1.4439 -7.3731 -3.1696
N -1.9013 -0.6967 -1.0108
C -5.4368 0.1533 -0.6570
C -6.4256 -0.7768 -0.3436
C -7.7560 -0.5640 -0.6415
C -8.1219 0.6047 -1.2811
C -7.1456 1.4738 -1.7272
C -5.7942 1.2401 -1.4803
N -4.7526 1.9514 -2.0978
C -4.3232 3.2569 -2.3135
O -3.1165 3.4099 -2.2275
C -5.2426 4.3813 -2.7530
C -6.1701 4.8185 -1.6116
C -6.0062 3.9395 -4.0102
C -4.3545 5.5699 -3.1501
H -3.4304 -2.5031 6.3863
H -1.9576 -2.4280 5.4044
H -3.4190 -1.5717 4.8857
H -4.3559 -0.3227 7.2903
H -4.0332 0.6131 5.8314
H -3.3859 1.1303 7.3868
H -2.4411 -1.6307 8.4140
H -1.4240 -0.1953 8.4365
H -0.8555 -1.6651 7.6445
H -1.4480 1.5243 7.0835
H -0.1456 2.9814 7.9120
H 1.5201 4.7548 7.6389
H 2.5872 5.1059 5.4266
H 2.0078 3.6164 3.5601
H -1.7175 3.4571 4.0472
H -3.7858 3.3179 2.4070
H -4.3753 -2.3964 -2.2879
H -2.0452 -2.8345 -3.4397
H 4.8909 0.6052 3.0295
H 2.9894 1.4460 4.6594
H 5.3097 -2.2102 1.5620
H 7.7590 -2.4297 1.7072
H 9.2020 -0.6150 0.8452
H 8.2012 1.3534 -0.2156
H 4.6806 1.9814 -0.1202
H 6.2143 0.1302 -3.4251
H 7.4664 0.2729 -2.1817
H 7.8238 0.6895 -3.8465
H 5.1281 2.1635 -4.4503
H 6.7646 2.5170 -5.0126
H 5.8344 3.7489 -4.1519
H 8.3573 2.7160 -1.6381
H 7.5302 4.0903 -2.3701
H 8.5464 3.0410 -3.3551
H 4.7947 -1.0256 -2.2806
H 2.7257 -1.5423 -3.8599
H -0.0267 0.4804 -4.3393
H 0.1971 0.3319 -6.7841
H 0.6040 -1.8675 -7.8444
H 0.6993 -3.8903 -6.4693
H 0.1051 -3.8601 -2.8695
H -1.1340 -5.3475 -2.0183
H 0.5441 -5.3913 -1.4104
H -0.4716 -6.8239 -1.3451
H -1.7246 -6.3973 -4.2107
H -1.2311 -7.9613 -3.5565
H -0.5451 -7.3830 -5.0772
H 2.2447 -6.9099 -2.5963
H 1.8322 -7.6300 -4.1515
H 1.1328 -8.2840 -2.6655
H -6.1454 -1.6982 0.1434
H -8.4982 -1.2961 -0.3713
H -9.1584 0.8168 -1.4855
H -7.4506 2.3175 -2.3185
H -3.9322 1.3540 -2.1403
H -6.7436 3.9946 -1.1967
H -6.8616 5.5719 -1.9813
H -5.5838 5.2647 -0.8095
H -6.6230 3.0625 -3.8489
H -5.3013 3.7040 -4.8062
H -6.6428 4.7540 -4.3478
H -3.7639 5.9146 -2.3055
H -4.9771 6.3867 -3.5039
H -3.6664 5.2799 -3.9418
C 2.5726 -3.1302 1.7175
C 1.1612 -3.2129 2.1784
C 0.7778 -4.1947 3.0909
C -0.5625 -4.3181 3.4196
C -1.4750 -3.4360 2.8877
C -1.0067 -2.3551 2.1092
N 0.2911 -2.3228 1.7200
C -1.8443 -1.2859 1.7073
C -3.2353 -1.3028 2.0012
C -4.2318 -0.7590 1.2854
C -3.0532 1.0609 0.1907
C -1.6786 0.4167 -0.1655
N -1.2016 -0.0750 1.1991
C -0.7571 1.4271 -0.8369
C -0.9710 1.7900 -2.1563
C -0.1568 2.7797 -2.6953
C 0.8113 3.3610 -1.9035
C 1.0099 2.8912 -0.6043
C 2.0651 3.4950 0.2532
N 0.2406 1.9281 -0.1029
H 3.0725 -4.0897 1.8095
H 3.0974 -2.4089 2.3417
H 2.6186 -2.7857 0.6884
H 1.5145 -4.8597 3.5095
H -0.8874 -5.0992 4.0869
H -2.5228 -3.5620 3.0914
H -3.5210 -1.8497 2.8890
H -5.2184 -0.7363 1.7136
H -3.2601 1.9311 -0.4286
H -1.7321 1.3247 -2.7608
H -0.2968 3.0869 -3.7192
H 1.4358 4.1555 -2.2756
H 1.7462 4.4950 0.5402
H 2.9892 3.6016 -0.3139
H 2.2159 2.9102 1.1550
```

Properties
Multiplicity = 2
Net charge = +2
E_LUMO (spin up / spin down) = -6.3 / -7.3 eV
HOMO energy (spin up / spin down) = -11.600 / -10.599 eV
⟨S²⟩ = 0.9571